Entry A
DFT (the ωB97M-V functional and the def2-TZVPD basis) results for 2 unconnected molecules or ions with the total composition CH4BrOP.

Properties
Lowest unoccupied orbital energy (spin up / spin down) = -0.0264 / -0.0105 hartree
HOMO-LUMO gap (spin up / spin down) = 7.54 / 8.03 eV

```
8
CH4BrOP (the ωB97M-V functional and the def2-TZVPD basis)
C 0.22 -0.87 -0.97
O 1.03 -1.80 -0.44
P 0.46 1.21 0.91
Br 0.76 -0.10 -2.63
H -0.82 -1.16 -0.94
H 1.96 -1.51 -0.44
H -0.33 2.02 0.09
H -0.68 0.70 1.54
```

These are the Löwdin partial charges, in e, on atoms 1 to 4: -0.780, -0.124, 0.618, 0.619

=====

Entry B
DFT (the ωB97M-V functional and the def2-TZVPD basis) results for 2 unconnected molecules or ions with the total composition CH4BrOP.

Properties
Lowest unoccupied orbital energy = 0.0053 hartree
SMILES = [H]/P=C\O.Br
HOMO-LUMO gap = 8.94 eV

```
8
CH4BrOP (the ωB97M-V functional and the def2-TZVPD basis)
H 0.71 -2.05 -1.97
P 1.32 -0.87 -1.84
C 0.92 -0.45 -0.24
O 0.13 -1.19 0.63
H 1.41 0.55 0.15
H 0.33 -0.84 1.54
Br -1.82 2.11 1.22
H -3.02 2.74 0.51
```

These are the Löwdin partial charges, in e, on atoms 1 to 4: -0.204, 0.771, -0.646, -0.132

=====

Among the structures above, stability is greatest for entry B.